70
Properties=species:S:1:pos:R:3:forces:R:3:mulliken_charge:R:1 method="wB97M-V/def2-TZVPD" total_charge=+1 energy_ev=-39741.606 multiplicity=1 orbital_gap_ev=7.815
O 0.0397 1.3392 -1.1953 0.2656 0.5370 -0.2045 -0.4689
C -0.7728 0.5237 -0.9337 -0.0891 0.0272 -0.5207 0.0726
O -0.6346 -0.1361 0.2919 -0.1028 -0.4052 -0.2792 -0.3380
C -0.5816 -1.5271 0.2009 -0.0360 -0.4204 0.3065 0.3871
C -0.3742 -2.0755 1.6132 -0.1770 0.7875 0.1704 -1.1830
N -0.7534 -3.5151 1.5135 -0.2358 0.4315 -0.3278 0.0595
C 0.0458 -4.2101 0.4289 0.8002 -0.1468 -0.2292 -0.5465
C 1.0205 -3.2849 -0.3033 0.3119 0.3506 0.1898 -0.6951
N 0.4599 -1.9889 -0.6854 -0.2485 -0.1098 -0.3701 -0.1478
C -1.9403 0.2636 -1.8429 0.3043 -0.7859 0.7375 0.2102
C -1.8991 -0.6884 -2.8470 -0.1008 -0.0742 -0.0457 0.1059
C -2.9959 -0.8287 -3.6802 0.2803 -0.2835 -0.5454 -0.7853
C -4.1181 -0.0330 -3.5505 0.2161 -0.1083 0.0721 -0.4688
C -4.1435 0.8849 -2.5266 -0.4220 0.6157 0.4286 -0.5439
C -3.0709 1.0276 -1.6691 0.0014 0.2905 0.2350 -0.2777
H -1.5355 -1.9539 -0.1568 -0.1577 0.2992 -0.1266 0.0986
H -1.0127 -1.5425 2.3116 -0.2874 -0.2426 0.1028 0.4624
H 0.6450 -1.9619 1.9676 0.1707 -0.1903 -0.1137 0.2733
H -1.7328 -3.5079 1.2210 -0.0810 -0.2736 0.0530 0.3070
H -0.7100 -3.9844 2.4155 0.1536 -0.1226 -0.0297 0.4107
H 0.6503 -4.9690 0.9131 -0.0983 -0.1995 0.0463 0.4179
H -0.6133 -4.6840 -0.2812 -0.5911 -0.0206 0.0526 0.3054
H 1.3389 -3.8183 -1.1955 -0.0150 -0.1223 -0.0690 0.4237
H 1.9184 -3.1610 0.3084 0.0145 0.0218 0.1059 0.3076
H 1.1784 -1.2883 -0.8236 0.0569 0.0080 0.1525 0.2389
H -1.0354 -1.3156 -2.9854 0.1953 -0.0823 0.0029 0.4929
H -2.9466 -1.5600 -4.4738 -0.0235 -0.0840 -0.0622 0.3861
H -4.9468 -0.1334 -4.2303 -0.1418 -0.0238 -0.0890 0.4701
H -4.9941 1.5272 -2.3598 -0.1996 0.0116 -0.1448 0.4265
H -3.0746 1.7541 -0.8708 -0.2222 0.1538 0.0407 0.4973
C 4.1378 3.6267 1.6295 0.2846 -0.2282 -0.0217 -1.2164
C 3.6128 2.5886 0.6720 0.0317 0.1448 -0.0114 0.8425
O 4.2829 1.6285 0.3487 -0.1920 0.2530 -0.2254 -0.6373
C 2.2213 2.7873 0.1320 0.4175 -0.1473 0.0256 -0.6093
H 5.1463 3.3600 1.9394 -0.0093 -0.0126 0.0009 0.3571
H 4.1611 4.6026 1.1433 -0.1753 0.0523 0.0883 0.3723
H 3.4981 3.6780 2.5116 -0.0852 0.1613 -0.0657 0.3110
H 2.1675 3.7285 -0.4149 -0.1082 0.1136 0.2027 -0.0174
H 1.5013 2.7999 0.9518 -0.0363 0.2233 -0.0319 0.3975
H 1.9807 1.9771 -0.5361 0.0688 -0.0747 -0.0589 0.2432
C 5.7261 -2.2156 3.9565 0.1296 0.1510 0.1849 -1.1152
C 5.5570 -0.7978 3.4558 -0.0079 -0.0291 0.0058 0.7726
O 5.9350 0.1462 4.1071 -0.0350 -0.0213 0.0014 -0.5443
C 4.8964 -0.6122 2.1095 0.1440 0.1538 0.3516 -0.2826
H 6.2118 -2.2012 4.9295 -0.0044 0.0096 -0.0034 0.3190
H 4.7509 -2.6962 4.0555 0.0214 -0.0853 -0.1245 0.2684
H 6.3441 -2.7861 3.2614 -0.1239 -0.0739 -0.0549 0.3209
H 3.8834 -1.0243 2.1348 0.0426 -0.1411 -0.0853 -0.0839
H 5.4791 -1.1142 1.3352 -0.1199 -0.0970 -0.0316 0.3702
H 4.8407 0.4453 1.8721 0.0765 -0.2015 0.0405 -0.0305
C -0.3632 7.9687 0.4715 0.1148 -0.0749 0.2219 -1.1571
C 0.3583 6.6998 0.0890 0.0010 0.0395 0.0480 0.8600
O 1.0184 6.0825 0.8931 0.0133 -0.0682 -0.0590 -0.5115
C 0.2171 6.2395 -1.3429 0.1617 -0.1776 0.1257 -0.9152
H -0.1797 8.1861 1.5210 0.0110 -0.0113 -0.0005 0.3078
H 0.0006 8.8019 -0.1314 -0.1353 -0.0047 -0.0926 0.3286
H -1.4367 7.8502 0.3165 0.0080 0.0929 -0.1408 0.3225
H 0.6046 7.0016 -2.0203 -0.1513 0.0455 -0.0386 0.3337
H -0.8325 6.0498 -1.5726 -0.0095 0.1435 -0.0845 0.3152
H 0.7805 5.3206 -1.4872 -0.0048 -0.0049 -0.0013 0.1402
C -5.1282 -3.1437 -1.7862 0.1525 0.2422 -0.1516 -0.6101
C -4.3731 -4.3488 -1.3159 0.0815 -0.0495 -0.0403 0.8102
O -3.1586 -4.3892 -1.3617 0.2495 0.0644 0.3366 -0.5511
C -5.1777 -5.5022 -0.7798 0.3047 -0.1189 0.0369 -1.2602
H -4.4510 -2.3801 -2.1651 0.0646 -0.1057 0.1152 -0.1653
H -5.8020 -3.4205 -2.5985 -0.2079 -0.0215 0.1605 0.4169
H -5.6998 -2.7267 -0.9550 -0.2096 -0.0627 -0.1037 0.3776
H -5.8493 -5.8781 -1.5519 -0.1397 0.0693 0.0724 0.3607
H -5.7631 -5.1801 0.0829 -0.1582 0.0091 -0.1079 0.3389
H -4.5091 -6.3047 -0.4748 -0.0071 0.0042 -0.0223 0.3218

21
Properties=species:S:1:pos:R:3:forces:R:3:mulliken_charge:R:1 method="wB97M-V/def2-TZVPD" total_charge=0 energy_ev=-8491.005 multiplicity=1 orbital_gap_ev=8.420
C -3.2652 0.1852 -0.4663 -0.0727 -0.0465 0.1613 -1.1267
C -2.1942 0.1261 0.4522 0.1023 0.0264 -0.1007 0.1683
C -1.0394 -0.7276 0.1760 0.0344 0.0245 -0.0405 -0.7290
C 0.2688 -0.5661 0.9033 0.0241 0.0055 0.0414 -0.4715
C 1.3451 -0.0137 -0.0290 -0.2234 -0.0346 -0.1104 -0.5750
O 2.5395 0.0997 0.7039 -0.0284 -0.0178 0.0538 -0.3178
C 3.5841 0.6206 -0.0758 0.2772 0.1149 -0.1390 -0.7146
H -3.5864 -0.7295 -0.9593 0.0780 0.1204 0.0348 0.3147
H -1.9420 0.3110 -1.6618 0.0901 -0.0223 -0.0346 0.1278
H -4.0399 0.9346 -0.3253 0.1375 -0.1080 -0.0377 0.2918
H -1.9571 1.0338 1.0095 -0.0347 -0.1254 -0.0620 0.2615
H -2.2100 -0.7645 1.2244 -0.1336 -0.0044 0.1265 0.1737
H -1.2600 -1.6931 -0.2763 0.0274 0.1397 0.0436 0.4531
H -1.1675 -0.0100 -1.5866 -0.0794 0.0098 0.0020 -0.0093
H 0.6351 -1.5100 1.3241 -0.0723 0.1144 -0.0810 0.2867
H 0.1572 0.1388 1.7369 -0.0251 -0.0951 -0.1292 0.2915
H 1.4833 -0.6832 -0.8949 -0.0179 0.0782 0.1203 0.3743
H 1.0298 0.9667 -0.4231 0.0527 -0.1176 0.0593 0.3573
H 3.8049 -0.0262 -0.9399 -0.0437 0.0840 0.1334 0.2941
H 4.4712 0.6798 0.5592 -0.1237 -0.0003 -0.1048 0.2528
H 3.3427 1.6277 -0.4512 0.0311 -0.1458 0.0635 0.2962

71
Properties=species:S:1:pos:R:3:forces:R:3:mulliken_charge:R:1 method="wB97M-V/def2-TZVPD" total_charge=0 energy_ev=-47828.328 multiplicity=1 orbital_gap_ev=8.061
C 2.4042 3.2715 2.3781 -0.1481 0.0971 0.2271 -0.8536
H 2.2056 4.3181 2.1239 -0.0002 -0.0398 0.0049 0.3466
O 3.0259 2.5901 1.3098 0.0862 -0.1892 -0.4882 -0.5692
C 2.2557 2.2492 0.2283 -0.1019 0.0268 0.0654 0.8712
C 1.0141 2.8208 -0.0008 0.1423 0.0438 0.0910 -0.4428
C 0.2590 2.4811 -1.1096 -0.0383 0.0118 -0.0639 -0.5105
C 0.7472 1.5486 -1.9996 -0.1211 0.0629 -0.0767 -1.2437
C 1.9852 0.9706 -1.7838 0.0571 -0.0262 0.0451 -0.3151
C 2.7746 1.3000 -0.6835 -0.0676 0.2011 0.0430 0.8865
N 4.0707 0.7866 -0.5209 0.2679 0.2761 -0.0096 -0.1474
C 4.4414 0.2213 0.7573 0.0071 -0.0978 0.2686 -0.7969
H 5.5296 0.1082 0.7577 -0.0490 0.0085 0.0156 0.3477
C 3.7543 -1.1533 0.9625 0.0785 0.1162 0.3072 -0.7416
N 3.2759 -1.6495 -0.3082 0.2143 -0.0487 -0.0577 0.1304
C 1.9903 -1.9840 -0.5698 0.0544 -0.1106 0.1449 0.3922
O 1.6009 -2.2630 -1.6901 -0.3049 -0.0220 -0.2557 -0.6896
C 1.0803 -2.0256 0.6197 -0.3572 -0.0746 0.0170 -1.0903
C 0.0342 -1.1194 0.7030 0.0804 -0.1953 0.0584 0.6663
C -0.8226 -1.1479 1.7958 0.3046 -0.1836 0.1226 -0.5539
C -0.6282 -2.0750 2.8087 0.0058 0.1746 -0.1164 -0.2843
C 0.3949 -3.0023 2.7035 0.0490 -0.1094 0.0160 -0.8284
C 1.2441 -2.9862 1.6124 -0.0210 0.0728 -0.0751 0.2311
H 2.0416 -3.7105 1.5313 0.1032 -0.0525 0.0119 0.5667
H 0.5353 -3.7356 3.4840 0.0080 -0.0609 0.0554 0.4267
H -1.2682 -2.0672 3.6768 -0.0877 0.0302 0.0657 0.5006
N -1.9054 -0.2159 1.8514 -0.0918 -0.2999 -0.1519 0.5301
C -1.5238 1.1093 1.8516 0.0154 0.4867 0.4577 0.1686
O -0.4417 1.4579 2.2850 0.2581 0.0470 -0.0036 -0.6592
N -2.4528 2.0181 1.4364 -0.2209 0.3204 0.0228 -0.0577
H -2.0891 2.9484 1.3032 0.0815 -0.1010 0.0538 0.4129
C -3.6222 1.6118 0.6777 -0.1139 -0.1604 0.0162 -0.5423
C -3.2461 1.1733 -0.7211 -0.0622 -0.1317 0.0132 0.7390
C -2.9291 -0.1584 -0.9432 0.0310 -0.0070 -0.1882 0.7080
C -2.4715 -0.5864 -2.2058 -0.0057 -0.0513 0.1745 0.6581
C -2.3700 0.3439 -3.2285 0.0109 -0.2836 -0.0108 -0.5638
C -2.7234 1.6688 -3.0114 -0.0276 0.1728 0.0550 -0.6906
C -3.1497 2.0848 -1.7686 -0.0518 -0.1178 -0.0564 -1.0793
H -3.4135 3.1180 -1.5953 -0.0312 0.1371 0.0145 0.4157
H -2.6466 2.3775 -3.8219 0.0119 0.0592 -0.0828 0.3632
H -2.0149 0.0438 -4.2015 0.0367 -0.0834 -0.0815 0.3755
O -2.1725 -1.9042 -2.2967 -0.2266 0.2974 0.2931 -0.4034
C -1.4133 -2.3455 -3.3983 0.1778 -0.0867 -0.2641 -0.8770
H -0.4560 -1.8204 -3.4526 -0.0278 0.0016 0.0193 0.3301
H -1.2230 -3.4009 -3.2141 0.0244 0.0667 -0.0585 0.2756
H -1.9599 -2.2341 -4.3409 -0.0026 0.0015 0.0500 0.3406
O -3.0445 -1.1307 0.0088 -0.1173 -0.1151 -0.2504 -0.5582
C -3.1896 -0.6957 1.3494 -0.4417 0.0266 0.4996 0.8688
C -3.6610 -1.9215 2.1300 0.1011 0.2268 -0.3785 -2.2332
H -3.6935 -1.6994 3.1923 0.0086 0.0279 0.0979 0.3620
H -4.6552 -2.1944 1.7871 -0.0868 -0.0234 -0.0371 0.4400
H -2.9918 -2.7557 1.9440 0.0067 -0.0844 0.0281 0.4854
C -4.2173 0.4332 1.4339 0.2048 0.0769 -0.2008 -1.1114
H -4.3969 0.6989 2.4753 -0.0100 -0.0133 -0.0065 0.4625
H -5.1481 0.1034 0.9727 0.0384 -0.0757 0.0103 0.4715
H -4.3135 2.4600 0.6405 0.0891 -0.1413 -0.0104 0.6803
H -0.0994 -0.3812 -0.0746 -0.0420 0.1286 -0.1206 0.2519
C 4.2221 -1.5235 -1.3970 -0.0303 -0.1464 -0.2641 -0.7739
C 4.6360 -0.0355 -1.5673 0.0477 0.0305 -0.0601 -0.9934
H 5.7253 0.0524 -1.4872 -0.0949 -0.0161 -0.0558 0.4253
H 4.3473 0.3560 -2.5411 0.0319 -0.0423 0.0279 0.4666
H 3.7359 -1.9133 -2.2924 0.1407 0.0145 0.1015 0.3973
H 5.0971 -2.1425 -1.1703 -0.0343 0.0221 -0.0446 0.3984
H 2.9094 -1.0475 1.6420 0.1728 -0.0180 -0.0500 0.4396
H 4.4626 -1.8734 1.3926 -0.0730 0.0483 0.0704 0.4164
H 4.1654 0.9024 1.5567 0.1271 -0.1547 -0.0334 0.2686
H 2.3151 0.2228 -2.4854 0.0964 -0.1085 -0.0210 0.0655
H 0.1648 1.2587 -2.8607 -0.0219 -0.0245 -0.0602 0.5381
H -0.7027 2.9426 -1.2738 -0.0452 0.0338 -0.0027 0.5510
H 0.6305 3.5520 0.6909 -0.0043 0.0368 0.1224 0.3150
H 3.1182 3.2387 3.2008 -0.0548 0.0487 -0.0300 0.3226
H 1.4757 2.7750 2.6722 0.0441 0.0633 -0.0208 0.3008

9
Properties=species:S:1:pos:R:3:forces:R:3:lowdin_spin:R:1 method="wB97M-V/def2-TZVPD" s2=20.02 total_charge=+1 energy_ev=-27591.068 multiplicity=9 orbital_gap_ev="6.722 / 8.751"
O 0.9980 -0.5527 -1.8051 2.3092 1.4977 2.6850 0.0077
H 1.7648 -1.0825 -2.0517 0.0562 -0.2583 -0.2969 0.0009
C 1.4503 0.1641 -0.5452 -1.6249 -1.3721 -4.1869 0.0983
C 0.4410 1.0512 -0.3682 -0.7944 -0.7476 -0.9796 0.0821
C -0.8250 0.7450 -0.3357 0.5616 1.1082 2.4347 0.3456
C -1.5448 0.2298 0.7676 -1.0753 0.3320 -1.0018 0.2516
O -0.8922 -0.2768 1.7363 -1.2408 0.0270 0.4400 0.1438
Eu 1.2469 -0.5506 1.7692 1.4996 -0.3809 1.0870 7.0602
H -2.6389 0.2724 0.8329 0.3087 -0.2059 -0.1815 0.0097